No. 1
ORCA calculation (ωB97M-V with the def2-TZVPD basis set) on C27H27As2ClNb as an isolated structure at a distorted geometry.

**E_HOMO (spin up / spin down)**: -17.42 / -17.42 eV
**Kohn-Sham gap (spin up / spin down)**: 4.208 / 4.207 eV
**Strongest force on any atom**: 3.575 eV/A
**Net charge**: +3
**Energy**: -6032.4732 Ha

Cartesian coordinates (Å):
1 Nb -1.031 1.796 1.314
2 C 0.939 -0.252 -1.053
3 C -0.045 -1.273 -0.498
4 As -1.743 -0.483 0.169
5 C -2.448 0.283 -1.506
6 C -1.857 1.458 -1.996
7 C -2.321 2.055 -3.171
8 C -3.389 1.487 -3.867
9 C -3.997 0.327 -3.382
10 C -3.535 -0.271 -2.204
11 C -2.716 -2.188 0.276
12 C -3.396 -2.493 1.463
13 C -4.092 -3.699 1.588
14 C -4.112 -4.610 0.527
15 C -3.435 -4.314 -0.658
16 C -2.738 -3.110 -0.785
17 As 1.300 1.273 0.169
18 C 2.882 1.922 -0.799
19 C 2.953 3.282 -1.124
20 C 4.056 3.785 -1.823
21 C 5.094 2.930 -2.202
22 C 5.031 1.572 -1.884
23 C 3.929 1.067 -1.187
24 C 2.116 0.314 1.686
25 C 3.489 0.372 1.980
26 C 4.007 -0.322 3.080
27 C 3.160 -1.069 3.902
28 C 1.792 -1.118 3.629
29 C 1.274 -0.427 2.531
30 H 0.545 0.169 -1.999
31 H 1.871 -0.795 -1.298
32 H 0.420 -1.818 0.348
33 H -0.238 -2.012 -1.298
34 H -1.037 1.920 -1.467
35 H -1.854 2.959 -3.539
36 H -3.749 1.949 -4.777
37 H -4.832 -0.107 -3.917
38 H -4.039 -1.155 -1.851
39 H -3.384 -1.794 2.290
40 H -4.616 -3.929 2.506
41 H -4.651 -5.543 0.624
42 H -3.450 -5.018 -1.480
43 H -2.226 -2.900 -1.713
44 H 2.153 3.951 -0.837
45 H 4.105 4.837 -2.071
46 H 5.947 3.320 -2.742
47 H 5.835 0.909 -2.176
48 H 3.905 0.014 -0.946
49 H 4.169 0.951 1.378
50 H 5.066 -0.277 3.298
51 H 3.561 -1.604 4.753
52 H 1.131 -1.688 4.270
53 H 0.212 -0.469 2.344
54 Cl -1.031 0.120 4.114
55 C -1.031 1.796 3.522
56 H -0.125 2.319 3.891
57 H -1.936 2.319 3.891
58 H -1.890 3.284 0.706

No. 2
ORCA calculation (ωB97M-V with the def2-TZVPD basis set) on C27H27BInN10SSe as an isolated structure.

**E_HOMO**: -10.66 eV
**Kohn-Sham gap**: 7.079 eV
**Strongest force on any atom**: 0.181 eV/A
**Energy above the lowest of the compared OMol25 structures with the same formula, charge and spin**: 0.0 kJ/mol
**Net charge**: +1
**Energy**: -4607.1304 Ha

Cartesian coordinates (Å):
1 In -1.436 1.020 -0.733
2 B -2.281 2.917 -3.305
3 N -3.494 2.130 -2.729
4 C -4.755 2.049 -3.149
5 C -5.497 1.328 -2.223
6 C -4.587 1.002 -1.229
7 N -3.384 1.499 -1.542
8 N -1.169 1.894 -3.696
9 C -0.514 1.732 -4.845
10 C 0.503 0.805 -4.661
11 C 0.397 0.436 -3.330
12 N -0.615 1.101 -2.758
13 H -1.851 3.605 -2.404
14 H -2.616 3.524 -4.279
15 H -5.049 2.520 -4.072
16 H -6.545 1.091 -2.261
17 H -4.731 0.451 -0.313
18 H -0.810 2.289 -5.719
19 H 1.213 0.454 -5.388
20 H 1.000 -0.249 -2.754
21 S -1.797 1.544 1.635
22 C -0.080 1.300 2.003
23 N 0.239 0.772 3.127
24 N 1.519 0.560 3.472
25 C 2.536 0.072 2.587
26 C 2.234 -0.858 1.597
27 C 3.244 -1.354 0.790
28 C 4.560 -0.948 0.982
29 C 4.855 -0.032 1.981
30 C 3.842 0.490 2.777
31 N 0.932 1.785 1.144
32 N 0.621 2.018 -0.029
33 C 1.674 2.513 -0.857
34 C 1.328 3.354 -1.906
35 C 2.326 3.845 -2.731
36 C 3.647 3.475 -2.518
37 C 3.979 2.625 -1.470
38 C 2.994 2.141 -0.625
39 H 1.555 0.155 4.393
40 H 1.211 -1.185 1.451
41 H 3.004 -2.075 0.018
42 H 5.348 -1.345 0.358
43 H 5.876 0.289 2.137
44 H 4.058 1.225 3.542
45 H 0.295 3.637 -2.058
46 H 2.071 4.515 -3.541
47 H 4.423 3.851 -3.172
48 H 5.009 2.338 -1.309
49 H 3.234 1.477 0.193
50 C -0.884 -4.702 0.225
51 N -1.205 -3.621 1.142
52 C -1.277 -2.309 0.860
53 Se -0.915 -1.590 -0.834
54 N -1.600 -1.653 1.978
55 C -1.733 -2.550 3.030
56 C -2.040 -2.368 4.371
57 C -2.085 -3.509 5.150
58 C -1.833 -4.779 4.613
59 C -1.526 -4.955 3.276
60 C -1.482 -3.807 2.497
61 H -0.741 -4.297 -0.772
62 H -1.704 -5.417 0.208
63 H 0.029 -5.199 0.550
64 H -1.755 -0.642 2.016
65 H -2.231 -1.385 4.780
66 H -2.321 -3.421 6.201
67 H -1.881 -5.642 5.262
68 H -1.331 -5.936 2.865

No. 3
ORCA calculation (ωB97M-V with the def2-TZVPD basis set) on a 4-piece molecular cluster, C27H27BrF3N2O4PS2 overall at a distorted geometry.

**E_HOMO**: -9.00 eV
**Kohn-Sham gap**: 7.768 eV
**Strongest force on any atom**: 12.503 eV/A
**Energy above the lowest of the compared OMol25 structures with the same formula, charge and spin**: 852.2 kJ/mol
**Net charge**: 0
**SMILES**: N#C[C@](CCCS)([C@](S)(C#N)CC(=O)Br)P(=O)(O)O.Fc1ccccc1.Fc1ccccc1.Fc1ccccc1
**Energy**: -5466.6065 Ha

Cartesian coordinates (Å):
1 N -0.755 -3.221 -1.849
2 C -0.308 -2.877 -0.688
3 C 0.085 -2.290 0.810
4 S 1.709 -1.317 0.537
5 C 0.508 -3.487 1.887
6 C 1.046 -4.757 0.968
7 O 2.345 -4.796 0.567
8 Br -0.120 -6.301 0.393
9 C -0.980 -1.200 1.410
10 C -0.125 -0.338 2.563
11 N 0.576 0.366 3.426
12 C -2.267 -1.825 2.199
13 C -2.903 -3.193 1.578
14 C -4.086 -2.991 0.463
15 S -5.401 -1.734 0.908
16 P -1.609 0.102 0.164
17 O -2.695 -0.409 -0.861
18 O -2.410 1.364 1.125
19 O -0.373 0.917 -0.750
20 H 2.419 -1.327 1.749
21 H -0.377 -3.843 2.563
22 H 1.446 -3.144 2.529
23 H -1.885 -2.100 3.296
24 H -3.035 -0.941 2.358
25 H -2.131 -3.953 1.124
26 H -3.410 -3.771 2.492
27 H -3.611 -2.838 -0.621
28 H -4.648 -4.042 0.388
29 H -4.842 -0.484 1.219
30 H -2.075 2.242 0.724
31 H 0.343 1.290 -0.150
32 F -3.605 5.130 -5.387
33 C -2.958 4.376 -4.488
34 C -3.535 3.190 -4.048
35 C -2.859 2.402 -3.116
36 C -1.617 2.816 -2.626
37 C -1.049 4.011 -3.070
38 C -1.720 4.792 -4.010
39 H -4.503 2.889 -4.433
40 H -3.297 1.469 -2.772
41 H -1.093 2.203 -1.896
42 H -0.085 4.332 -2.685
43 H -1.289 5.720 -4.373
44 F 8.601 -8.408 1.362
45 C 7.509 -7.634 1.391
46 C 7.116 -7.048 2.589
47 C 5.981 -6.238 2.619
48 C 5.245 -6.030 1.450
49 C 5.644 -6.626 0.253
50 C 6.785 -7.427 0.221
51 H 7.696 -7.228 3.489
52 H 5.671 -5.769 3.549
53 H 4.358 -5.401 1.474
54 H 5.067 -6.466 -0.655
55 H 7.115 -7.891 -0.703
56 F -0.978 5.621 -0.407
57 C -0.890 6.956 -0.480
58 C -1.762 7.654 -1.308
59 C -1.674 9.044 -1.380
60 C -0.708 9.720 -0.632
61 C 0.167 9.010 0.192
62 C 0.071 7.621 0.273
63 H -2.501 7.112 -1.888
64 H -2.357 9.601 -2.019
65 H -0.637 10.804 -0.692
66 H 0.921 9.537 0.770
67 H 0.737 7.053 0.915

Q: What is the formula in the first record?
A: C27H27As2ClNb

Please write out number 2 again, unchanged.
ORCA calculation (ωB97M-V with the def2-TZVPD basis set) on C27H27BInN10SSe as an isolated structure.

**E_HOMO**: -10.66 eV
**Kohn-Sham gap**: 7.079 eV
**Strongest force on any atom**: 0.181 eV/A
**Energy above the lowest of the compared OMol25 structures with the same formula, charge and spin**: 0.0 kJ/mol
**Net charge**: +1
**Energy**: -4607.1304 Ha

Cartesian coordinates (Å):
1 In -1.436 1.020 -0.733
2 B -2.281 2.917 -3.305
3 N -3.494 2.130 -2.729
4 C -4.755 2.049 -3.149
5 C -5.497 1.328 -2.223
6 C -4.587 1.002 -1.229
7 N -3.384 1.499 -1.542
8 N -1.169 1.894 -3.696
9 C -0.514 1.732 -4.845
10 C 0.503 0.805 -4.661
11 C 0.397 0.436 -3.330
12 N -0.615 1.101 -2.758
13 H -1.851 3.605 -2.404
14 H -2.616 3.524 -4.279
15 H -5.049 2.520 -4.072
16 H -6.545 1.091 -2.261
17 H -4.731 0.451 -0.313
18 H -0.810 2.289 -5.719
19 H 1.213 0.454 -5.388
20 H 1.000 -0.249 -2.754
21 S -1.797 1.544 1.635
22 C -0.080 1.300 2.003
23 N 0.239 0.772 3.127
24 N 1.519 0.560 3.472
25 C 2.536 0.072 2.587
26 C 2.234 -0.858 1.597
27 C 3.244 -1.354 0.790
28 C 4.560 -0.948 0.982
29 C 4.855 -0.032 1.981
30 C 3.842 0.490 2.777
31 N 0.932 1.785 1.144
32 N 0.621 2.018 -0.029
33 C 1.674 2.513 -0.857
34 C 1.328 3.354 -1.906
35 C 2.326 3.845 -2.731
36 C 3.647 3.475 -2.518
37 C 3.979 2.625 -1.470
38 C 2.994 2.141 -0.625
39 H 1.555 0.155 4.393
40 H 1.211 -1.185 1.451
41 H 3.004 -2.075 0.018
42 H 5.348 -1.345 0.358
43 H 5.876 0.289 2.137
44 H 4.058 1.225 3.542
45 H 0.295 3.637 -2.058
46 H 2.071 4.515 -3.541
47 H 4.423 3.851 -3.172
48 H 5.009 2.338 -1.309
49 H 3.234 1.477 0.193
50 C -0.884 -4.702 0.225
51 N -1.205 -3.621 1.142
52 C -1.277 -2.309 0.860
53 Se -0.915 -1.590 -0.834
54 N -1.600 -1.653 1.978
55 C -1.733 -2.550 3.030
56 C -2.040 -2.368 4.371
57 C -2.085 -3.509 5.150
58 C -1.833 -4.779 4.613
59 C -1.526 -4.955 3.276
60 C -1.482 -3.807 2.497
61 H -0.741 -4.297 -0.772
62 H -1.704 -5.417 0.208
63 H 0.029 -5.199 0.550
64 H -1.755 -0.642 2.016
65 H -2.231 -1.385 4.780
66 H -2.321 -3.421 6.201
67 H -1.881 -5.642 5.262
68 H -1.331 -5.936 2.865